(1)
Entry from the Open Molecules 2025 dataset: a cluster of 10 separate species, C10H36O12 in total (the ωB97M-V functional and the def2-TZVPD basis).

```
! RIJCOSX wB97M-V def2-TZVPD def2/J DEFGRID3
* xyz -2 1
C -3.4507 2.1547 -0.9456
H -1.4268 1.4540 3.9734
H -3.0325 1.2750 -1.4349
H 1.3007 0.4307 -2.0741
O 0.7190 0.9606 -0.5019
H 0.3120 1.3325 3.8874
H 0.6061 4.4428 -2.9120
C 1.4065 -4.1166 -1.2108
C 2.7982 3.0433 1.0598
O -0.1295 -1.0315 -0.4084
H 0.9530 -0.4674 2.7775
H -2.2999 -3.0742 -2.2833
C -0.5263 2.0029 3.6978
H 1.8840 3.9261 -1.8403
O -3.0141 -1.4398 -1.0622
H 2.2724 -3.4576 -1.1472
H 1.7929 3.3306 0.7516
H -2.6535 -3.5100 -0.5594
H 2.3646 -1.5429 -2.7206
H 2.2316 1.6878 -0.1491
O 3.0930 2.0260 0.1063
O 0.3289 -3.4669 -1.8395
H -1.6432 -3.7250 2.5213
H 2.2562 0.0506 1.7294
O 1.8705 0.4503 -2.8465
H 0.2192 -2.6018 -1.4380
C -1.0871 -2.8537 2.1752
H -0.1438 2.9211 -0.6466
O -1.0735 0.5108 0.7026
C 1.8874 -0.8512 -3.4148
H -1.6241 -1.1136 1.3898
O -3.4204 1.9414 0.4454
H 3.4837 3.8907 1.0521
H -3.8634 -3.3123 -1.6219
H 2.2039 -0.8185 -4.4573
H -2.1214 -1.1633 -0.8429
H -0.6600 -3.1607 1.2205
H -4.4806 2.2925 -1.2751
H -0.6237 1.7954 1.8009
H 1.2181 -4.3257 -0.1577
H 0.8837 -1.2760 -3.4323
O -0.5596 2.5321 2.4130
C -2.8982 -2.8581 -1.3981
H -2.5589 1.5910 0.6832
H -0.3590 -2.5672 2.9340
O -2.0020 -1.7789 1.9697
H 2.6399 -1.0574 3.0334
H 0.8022 2.8052 -2.6379
C -0.1406 0.1451 -0.0739
O 1.6220 -1.9394 1.4691
H -2.8201 2.9914 -1.2461
H 0.9628 -1.6406 0.8384
C 1.8763 -0.7964 2.3007
H 1.6171 -5.0680 -1.6992
H -0.4205 2.8350 4.3939
H 2.6914 2.6345 2.0646
O -0.1035 3.8078 -1.0123
C 0.8399 3.7530 -2.1011
*
```

Results
Lowest unoccupied orbital energy: 0.1954 hartree
Energy above the lowest of the compared OMol25 structures with the same formula, charge and spin: 1.2603 eV

Atomic partial charges in e from the Löwdin method, atoms 1 to 5: number 1, C, carries -0.180; number 2, H, carries 0.075; number 3, H, carries 0.065; number 4, H, carries 0.007; number 5, O, carries -0.061

(2)
Entry from the Open Molecules 2025 dataset: a cluster of 9 separate species, C10H38N12O9 in total (the ωB97M-V functional and the def2-TZVPD basis).

```
! RIJCOSX wB97M-V def2-TZVPD def2/J DEFGRID3
* xyz 0 1
H -3.7110 1.9420 1.7155
H -0.1426 3.6568 -0.6403
N 3.1556 2.0902 0.3695
H -1.9498 -1.8564 3.3777
H -3.8947 -0.7441 2.0326
H 2.2420 -1.8796 0.0039
N 0.3264 -0.1960 -5.6626
O 1.0724 -0.1206 4.3380
C 2.3918 -2.6839 -1.7156
H 2.2891 -3.4081 -3.5756
H -1.9253 0.1099 0.9227
H 2.7052 1.0941 -1.8989
H 0.6680 -4.5632 2.8188
H -1.7489 4.3992 -0.3220
H -0.2764 -0.2767 -6.5043
O -1.9327 2.7115 1.8206
C 1.2379 -3.7334 2.9958
H 1.1583 -1.7094 -3.1874
O -3.1478 4.0654 -2.2244
H 0.9723 -3.0136 1.0803
H -3.0937 -2.7297 2.1747
H 0.0593 0.0740 -2.5959
C 0.5866 0.5288 3.2410
H 1.8588 -2.5500 4.7712
O 3.7944 -2.4977 -1.8066
H 0.7694 0.7325 -5.5582
H 0.5028 2.3796 4.0169
H 2.2542 -4.1394 2.8919
H -1.7726 2.4794 2.7145
C 1.9542 2.1103 -0.1935
H -1.5054 -2.1183 1.6978
N 1.7424 -2.4089 -0.6537
H -0.1124 3.1264 -2.8964
N -1.1342 2.9548 -2.9580
N 1.6893 -3.2205 -2.7265
H -1.4957 2.8087 -3.8992
N 0.6178 1.8409 3.1052
H 0.6675 -2.3814 -0.7521
H 1.7102 -0.0783 -3.5808
C -1.8113 3.6141 -2.1177
H -3.3780 3.3134 0.5732
O -0.8845 -1.6067 -0.6209
H 0.7219 -3.6369 -2.7569
C -1.0105 -0.2406 -0.8402
H 0.4860 -1.2149 2.2784
H 0.0714 -2.5449 4.4132
O 0.8994 2.6419 0.3654
H 0.4327 2.3880 2.2151
N 1.8768 1.4772 -1.3924
N -1.1443 3.9162 -1.0068
N -1.4646 0.5359 0.0791
O -0.5660 -2.1883 -4.7386
N -0.4956 0.4840 -1.8062
H 3.1623 2.0643 1.4772
H -0.9801 1.3408 -2.1754
C -2.4145 -1.9170 2.2744
H -1.5972 1.6300 0.0359
H 0.8971 1.0436 -1.5507
N 0.9656 -0.7786 -3.6454
O -2.9551 -0.7136 1.8504
H -3.7756 3.5650 2.3503
H 0.0075 0.3067 1.3716
C 0.2284 -0.9789 -4.6511
H 0.8884 -3.9948 5.2037
N 0.5148 -0.1640 2.1532
H 3.9915 1.8312 -0.1815
C 0.9976 -3.1787 4.4348
C -3.3058 2.9255 1.6375
O 1.0590 -2.7152 2.0334
*
```

Results
Lowest unoccupied orbital energy: -0.0150 hartree
SMILES: NC(N)=O.NC(N)=O.NC(N)=O.NC(N)=O.NC(N)=O.NC(N)=O.CCO.CO.CO
Energy above the lowest of the compared OMol25 structures with the same formula, charge and spin: 8.6608 eV

Atomic partial charges in e from the Löwdin method, atoms 1 to 5: number 1, H, carries 0.059; number 2, H, carries 0.117; number 3, N, carries 0.150; number 4, H, carries 0.124; number 5, H, carries 0.105

(3)
Entry from the Open Molecules 2025 dataset: a structure of composition C10H40BF6NO14S2V (the ωB97M-V functional and the def2-TZVPD basis).

```
! RIJCOSX wB97M-V def2-TZVPD def2/J DEFGRID3
* xyz 1 3
O 3.5544 -0.1310 -2.0910
C 0.9448 -1.4820 -2.3076
H -1.4372 3.8241 -1.8762
V -0.3741 1.2323 -2.6747
C -0.5772 -4.4205 0.3273
H -1.9745 -0.7426 2.7172
O -0.0695 -0.8354 -3.0744
O 2.7620 0.6874 2.1765
H 0.6083 -2.4644 -1.9761
C -3.5741 1.5527 -1.8880
O -3.6156 -1.3290 -1.0692
N 1.6059 1.3360 -2.9258
H -3.5746 -3.2652 -0.5076
C 2.8318 2.1113 2.1818
O 2.6496 2.7797 -5.0035
H 0.7815 -4.9977 1.4836
H -0.2096 4.7211 1.4652
F 0.8995 -0.7174 0.8072
H -2.7373 -2.5079 2.0964
H -0.5636 -4.6486 -0.7385
C -3.9230 -2.6381 -1.3283
H 3.8725 -3.0777 1.8027
H 3.1334 -2.1784 -0.2119
H -4.2666 -2.1660 2.9359
H -0.4980 -1.5885 -3.4877
C 4.0320 -1.8975 0.3374
S 3.0249 1.2444 -2.2185
H -3.0430 4.4155 1.1867
H 2.2804 2.5111 3.0329
H 4.9500 -2.3291 -0.0615
H -4.3749 -0.9975 -0.5843
O -2.3539 0.7788 -1.9274
H -3.8756 2.0228 -0.9519
H 3.8382 -0.8290 0.2440
O 0.0792 -5.4744 1.0350
H -1.2181 3.6580 2.4314
H 1.4710 -0.9096 -1.5437
H 1.2542 3.7641 -2.0827
H 1.6360 -1.9170 -3.0295
B -0.1871 0.0728 0.5175
H -3.4061 2.3858 -2.5706
H 0.3258 4.9366 -1.3920
F 2.4595 1.5315 -0.7857
H -2.8858 -2.8836 3.8136
H 1.5141 -2.6738 3.6364
H 1.0220 -0.1868 4.6178
F -0.2232 1.0246 1.5013
O -0.7238 3.1868 -1.9561
O 1.8445 -1.7763 3.7204
F -0.0650 0.7155 -0.6874
O 3.9658 2.3658 -2.2326
C -1.2053 4.6058 1.8933
O 3.9042 -2.1208 1.7322
C -3.1813 -2.1792 3.0361
O -2.7337 -0.8442 3.2959
H 3.8659 2.4550 2.1581
O 3.7515 0.6252 -4.6671
H 0.5674 3.5549 -0.3979
C 0.7042 -1.0981 4.1113
F 1.4468 0.8320 -5.2608
O -2.1542 4.5912 0.8691
H 0.2069 -1.6361 4.9184
H -4.3288 0.8731 -2.2838
H 1.9259 0.5296 1.7318
H 2.4651 2.6245 1.2929
H -3.5180 -3.0078 -2.2703
H -0.1162 -3.4852 0.6446
H -1.3644 5.4117 2.6098
H -5.0013 -2.7844 -1.3913
H -1.6208 -4.4197 0.6418
C 0.3844 3.8489 -1.4314
H -2.7839 -0.0544 -1.7215
H -0.0863 -0.9189 3.3825
F -1.3360 -0.6807 0.5815
S 2.6177 1.4841 -4.3594
*
```

Results
Lowest unoccupied orbital energy (spin up / spin down): -0.3033 / -0.2513 hartree
Energy above the lowest of the compared OMol25 structures with the same formula, charge and spin: 6.3701 eV

Atomic partial charges in e from the Löwdin method, atoms 1 to 5: number 1, O, carries -0.225; number 2, C, carries -0.075; number 3, H, carries 0.134; number 4, V, carries 1.404; number 5, C, carries -0.153

(4)
Entry from the Open Molecules 2025 dataset: a structure of composition C10H40F2InNO14S2 (the ωB97M-V functional and the def2-TZVPD basis).

```
! RIJCOSX wB97M-V def2-TZVPD def2/J DEFGRID3
* xyz 2 1
O 0.0733 -1.2411 4.6147
F -1.3502 0.5586 -0.7155
H -2.7074 -2.2776 -2.1105
S 1.7527 -0.5377 0.9576
H -1.8830 -0.8940 4.9968
H 3.8448 2.8110 2.7895
H -2.1938 4.3742 -1.4326
H -5.2521 -0.1184 2.3671
C -3.5075 -1.5902 -1.7894
H 5.2713 3.7258 2.3817
C 2.5278 -1.1975 -3.2001
H -5.1084 -2.3051 -2.6965
H -3.2588 2.2081 -1.3749
H 1.8851 3.9581 3.4285
H 4.6077 3.8498 0.2855
H -1.5087 -3.8681 0.2483
H -3.6137 -0.0914 3.1480
O 3.9048 3.4829 0.8315
H -3.8365 -0.5690 1.4408
O 1.9937 -0.3422 -4.2143
C -1.0263 -1.5436 -4.5951
H -2.2381 -3.8392 1.9338
O 1.4599 -0.8663 2.3376
H 3.4370 2.9252 -2.3698
C -2.8561 2.7489 -2.2351
O -0.1218 -1.3813 -1.2883
O -1.7761 3.5577 -1.7309
H -4.6074 -2.4254 1.9336
O -0.1276 -1.3217 -5.6477
O 3.2436 2.0818 -1.9445
H -1.3619 -5.7660 2.4015
H 4.1741 0.3585 -1.4839
N 0.8418 0.5443 0.3012
H 2.7291 0.0780 -4.6743
H 5.0677 1.7074 -0.9253
H 1.7377 1.7828 4.1438
O 2.3539 -1.5316 0.1064
H -0.5401 -3.7269 1.6822
O -4.3890 -1.9809 2.7646
H -2.4216 1.9780 -2.8716
C 0.9181 2.2895 3.6290
H 5.0757 2.0389 1.8142
H -3.5953 3.3178 -2.7920
C 4.5661 2.9877 1.9950
H 5.0830 1.2863 -2.6533
O 1.4252 3.3543 2.8342
C 4.4500 1.3771 -1.7668
H -3.2665 -1.4411 -0.7349
H -0.8059 0.5361 4.9917
C -1.0383 -0.4171 4.4862
H 0.7302 -1.1754 -5.1780
H 0.5868 -1.2936 3.7803
H -0.8552 -2.4983 -4.0680
H -1.2943 -0.2247 3.4421
H 2.1158 -2.1928 -3.3686
H 2.3011 -0.7840 -2.2152
S -0.3367 -0.5520 -0.1441
H 0.3881 1.5825 2.9972
H 3.6135 -1.3031 -3.2279
H -0.8982 -0.7827 -3.8105
H -3.4433 -0.6533 -2.3472
In 0.8691 3.3713 -0.2325
H 0.2191 2.6392 4.3954
F 3.0009 0.4286 1.1002
C -1.4420 -4.2210 1.2711
O -4.7706 -2.1948 -1.7977
O -1.3550 -5.6033 1.4448
H -2.0363 -1.4741 -4.9906
C -4.2696 -0.5955 2.4491
O -1.1553 -1.1184 0.9021
*
```

Results
Lowest unoccupied orbital energy: -0.4822 hartree
Energy above the lowest of the compared OMol25 structures with the same formula, charge and spin: 1.4648 eV

Atomic partial charges in e from the Löwdin method, atoms 1 to 5: number 1, O, carries 0.035; number 2, F, carries -0.200; number 3, H, carries 0.091; number 4, S, carries 0.454; number 5, H, carries 0.119

(5)
Entry from the Open Molecules 2025 dataset: a cluster of 12 separate species, C10H40F3O14S in total (the ωB97M-V functional and the def2-TZVPD basis).

```
! RIJCOSX wB97M-V def2-TZVPD def2/J DEFGRID3
* xyz -1 1
H 1.2215 4.0995 1.9627
C -2.7949 2.1094 2.4694
H 5.0083 1.3533 -0.7936
C -2.2333 0.7912 3.0079
H 0.6084 -1.2855 5.0849
O 4.6619 1.8720 -1.5356
C -3.7748 2.7167 3.4590
H 1.8800 -3.8945 2.8003
O -0.2712 2.0761 0.2899
H -2.3829 2.5618 -3.1075
H -2.9424 0.0105 3.2653
C -2.3067 -1.9876 -4.9518
H -2.7586 -0.2351 -3.7870
H -1.5475 1.0214 3.8350
H 0.1127 -2.5599 3.9811
S -0.1040 1.3661 -0.9681
O 1.5052 4.7492 -1.6413
C 2.2455 -2.1953 4.0486
O -1.2083 -2.8393 1.3626
H -1.4895 0.4186 2.2842
C -1.8868 -0.7464 -4.1952
H -2.9835 -1.7423 -5.7721
H -1.7208 -2.5687 2.1295
H 4.4136 -0.4456 0.5872
O -2.3775 3.4107 -2.6562
H -4.6258 2.0423 3.5761
O 5.2988 -0.0974 0.4372
H -1.3898 -0.0219 -4.8458
C 2.5477 -3.0272 2.8014
H 3.7384 -1.8427 -3.1477
H -0.3457 -2.4379 1.4926
H -1.1407 2.6811 1.6257
H 2.9208 -1.3308 4.0743
H -4.0206 3.7403 3.1896
H 2.3586 -2.4547 1.8906
H -3.3170 1.9242 1.5216
H -3.7902 0.7260 -1.0769
H -3.3095 2.7345 4.4518
C 0.8218 -1.7407 4.1189
H 0.6738 -1.0120 3.3192
H -0.5489 -3.1928 -4.6566
O -1.3080 0.7980 -1.4588
H 1.1432 3.1387 0.7873
H 3.5190 -3.1329 5.1446
O 0.6543 2.1321 -1.9268
H -1.1865 -1.0107 -3.4004
C -1.0982 -2.7435 -5.4874
H 1.2496 3.8219 -1.7740
H 5.7557 -0.7992 -0.0364
O 2.5721 -2.9811 5.2254
H 2.3744 -1.9173 -2.4733
H -1.5307 3.4166 -2.1967
C 0.9818 -0.0545 -0.5695
O 3.2663 -2.2820 -2.4350
O -3.9486 -0.2231 -1.0948
H -0.3817 -2.0352 -5.9265
F 0.6090 -0.7042 0.5348
H 3.5618 -3.4279 2.7975
H 3.7551 2.0753 -1.2886
H -3.0945 -0.5735 -1.3617
F 0.9197 -0.9410 -1.5934
O -1.7467 3.0397 2.2961
O 1.7752 3.6570 1.3135
H -1.3314 -3.4860 -6.2461
F 2.2445 0.3420 -0.4507
O -3.0474 -2.8629 -4.0791
H 2.2538 4.7119 -1.0386
H -2.7077 -2.7043 -3.1926
*
```

Results
Lowest unoccupied orbital energy: 0.0791 hartree
Energy above the lowest of the compared OMol25 structures with the same formula, charge and spin: 0.0000 eV

Atomic partial charges in e from the Löwdin method, atoms 1 to 5: number 1, H, carries 0.033; number 2, C, carries -0.505; number 3, H, carries -0.013; number 4, C, carries -0.059; number 5, H, carries 0.087

(6)
Entry from the Open Molecules 2025 dataset: a cluster of 11 separate species, C10H40IN20O10 in total (the ωB97M-V functional and the def2-TZVPD basis).

```
! RIJCOSX wB97M-V def2-TZVPD def2/J DEFGRID3
* xyz -1 1
H 0.7055 -0.6672 -3.5191
H -2.6954 0.6170 4.0746
H -3.4657 -2.1339 -0.0723
N 3.5516 -2.6646 -0.2682
O -4.5731 3.0004 -1.2840
N 3.1918 0.0289 2.5617
C -1.0001 -0.3290 4.5729
H -0.6956 2.7008 4.6726
O 6.4966 0.8010 -0.9881
N -4.2272 -1.9166 -0.6992
H -0.0313 4.2343 5.2212
C -0.4056 4.2255 3.3015
H -0.4115 -2.9970 -6.3735
H -4.3907 1.0772 -2.4989
H -1.4984 -4.7474 1.0187
N -1.3314 -3.8141 1.3668
C 0.2247 -1.5919 -5.1718
H 3.1643 2.9217 1.7726
C 3.8576 -3.2835 -1.3627
H 1.7467 1.9564 1.6667
H -1.9283 1.6268 -0.2043
H 2.3649 -0.1816 2.0214
N 0.9420 5.5748 -1.6679
O -2.7275 -2.0915 1.8425
H -4.6093 -3.9759 0.0555
O 4.8269 -4.0191 -1.3891
N -3.6660 1.1534 -1.7995
N -0.4880 -1.3867 3.9962
H 1.4226 3.4614 -2.4535
H 4.7532 -0.9201 -0.8109
H -4.2831 -3.9092 2.1862
O 0.0730 5.3618 3.2981
N -0.3235 3.6189 4.4756
H -5.8077 -4.5629 -1.0218
N -0.5908 -2.5369 -5.4925
H -0.3426 3.7675 1.4425
N 4.9517 1.8747 -2.2216
N -3.4280 -4.2793 1.7962
O 1.2880 -1.3053 -5.7529
N 0.7348 3.4625 -1.7139
C -5.1555 -2.6416 -1.2502
H -1.0038 2.5029 2.4819
H 0.6979 6.5329 -1.4616
O 4.5488 1.8417 2.8214
N -0.0196 -1.2197 -3.9540
O -0.7237 -0.0427 5.7096
H -2.9385 0.4596 -1.7020
H 3.9630 -2.7214 0.6525
C 3.5731 1.2752 2.4491
H 3.9097 -0.5227 3.0095
H -0.9390 -1.4984 -3.6424
H -0.4848 -1.5463 2.9989
H -0.6361 -3.2018 0.9647
N 4.6435 -0.1592 -1.4660
H 2.6773 -2.1661 -0.3532
H 3.2152 -3.5471 -3.1089
H -2.8820 3.1052 0.3460
C 0.4426 4.5357 -1.1447
O -5.9534 -2.1673 -2.0544
I 0.6219 -0.6912 0.0141
H -1.8933 -0.4208 2.8604
C 5.4050 0.8662 -1.4648
H 1.5636 5.5522 -2.4636
O -0.3906 4.5263 -0.2376
H 4.0085 1.8462 -2.5818
H 3.9029 -0.3053 -2.1370
H 0.0939 2.7253 -1.4572
H 0.1884 -1.7564 4.6488
N -5.1654 -3.8240 -0.7739
N 3.0170 -2.9646 -2.3080
N 2.7475 2.0020 1.7948
H -1.2905 -2.9004 -4.8613
N -0.5745 3.4087 2.3577
N -2.6789 2.3020 -0.2318
H 2.0568 -2.7147 -2.1190
H -4.2671 -0.9332 -0.9262
H -3.2484 -5.2728 1.8258
C -3.6294 2.2593 -1.1014
C -2.5012 -3.3009 1.6978
H 5.6582 2.5948 -2.1723
N -1.9340 0.0314 3.7626
*
```

Results
Lowest unoccupied orbital energy: 0.0495 hartree
Energy above the lowest of the compared OMol25 structures with the same formula, charge and spin: 7.0911 eV

Atomic partial charges in e from the Löwdin method, atoms 1 to 5: number 1, H, carries 0.088; number 2, H, carries 0.126; number 3, H, carries 0.071; number 4, N, carries 0.121; number 5, O, carries 0.030

| no. | largest force on an atom (hartree/bohr) |
| --- | --- |
| 1 | 0.10125 |
| 2 | 0.21583 |
| 3 | 0.23590 |
| 4 | 0.14411 |
| 5 | 0.03266 |
| 6 | 0.14721 |